This record from the OMol25 dataset describes 7 unconnected molecules or ions with the total composition C39H66BClF17NO24PS2 in a non-equilibrium geometry. The level of theory is ωB97M-V/def2-TZVPD.

E_tot	-182487.2045	eV
HOMO	-11.86	eV
Kohn-Sham gap	0.335	Eh
M	1397.28	g/mol
strongest force on any atom	1.3	eV/A
net charge	+1

Last columns: bonded neighbours and bond lengths (Å).
Element x y z (Å)
1 C 0.4765 8.7584 0.0388  C2 1.512, H51 1.088, H52 1.088, H53 1.089
2 C -0.2780 7.6053 -0.5837  C1 1.512, O3 1.415, H54 1.096, H55 1.100
3 O -0.3294 7.8034 -1.9835  C2 1.415, C4 1.409
4 C -1.2120 6.9375 -2.6594  O3 1.409, C5 1.531, H56 1.086, H57 1.095
5 C -0.4566 5.6768 -3.0868  C4 1.531, O6 1.432, H58 1.094, H59 1.092
6 O -1.3702 4.5757 -3.1387  C5 1.432, C7 1.375
7 C -0.7483 3.3496 -3.1163  O6 1.375, N8 1.534, H60 1.090, H61 1.089
8 N -1.7557 2.2935 -2.6452  C7 1.534, C9 1.566, C15 1.524, C47 1.551
9 C -3.0583 2.5332 -3.4801  N8 1.566, F10 1.332, F11 1.327, C12 1.567
10 F -2.6364 2.9204 -4.6823  C9 1.332
11 F -3.6219 1.3439 -3.6526  C9 1.327
12 C -4.2778 3.4503 -3.1213  C9 1.567, F13 1.333, F14 1.340, H62 1.095
13 F -3.9805 4.6791 -2.6998  C12 1.333
14 F -5.0681 2.8026 -2.2543  C12 1.340
15 C -1.2414 0.9088 -3.0210  N8 1.524, Cl16 1.766, C17 1.531, H63 1.084
16 Cl -0.7784 0.7186 -4.7148  C15 1.766
17 C -0.1487 0.3538 -2.1042  C15 1.531, C18 1.540, C32 1.586, H64 1.088
18 C 1.1921 1.1063 -2.1834  C17 1.540, C19 1.537, H65 1.088, H66 1.092
19 C 2.3870 0.1870 -2.4844  C18 1.537, C20 1.518, H67 1.088, H68 1.094
20 C 3.6775 0.9401 -2.7519  C19 1.518, F21 1.353, F22 1.356, C23 1.567
21 F 3.4619 1.9260 -3.6528  C20 1.353
22 F 4.5493 0.0676 -3.3156  C20 1.356
23 C 4.3742 1.4510 -1.4448  C20 1.567, F24 1.327, F25 1.345, S26 1.911
24 F 4.9577 0.3907 -0.9009  C23 1.327
25 F 3.4494 1.8676 -0.5620  C23 1.345
26 S 5.6689 2.8426 -1.6452  C23 1.911, F27 1.581, F28 1.590, F29 1.584, F30 1.578, F31 1.568
27 F 6.0110 2.2774 -3.0820  S26 1.581
28 F 4.5180 3.7569 -2.2512  S26 1.590
29 F 5.3355 3.4005 -0.2011  S26 1.584
30 F 6.8119 1.9548 -1.0173  S26 1.578
31 F 6.6943 4.0075 -1.8671  S26 1.568
32 C -0.8128 0.0130 -0.7046  C17 1.586, P33 1.906, C35 1.553, C39 1.617
33 P 0.5511 0.1440 0.6197  C32 1.906, S34 1.933, H69 1.386, H70 1.404
34 S 0.4737 -0.9605 2.2037  P33 1.933
35 C -1.0683 -1.5143 -0.8263  C32 1.553, F36 1.358, F37 1.320, F38 1.342
36 F 0.1483 -2.1189 -0.8241  C35 1.358
37 F -1.7861 -2.0260 0.1564  C35 1.320
38 F -1.6208 -1.8827 -1.9925  C35 1.342
39 C -2.0630 0.9778 -0.3569  C32 1.617, C40 1.553, B44 1.656, C47 1.581
40 C -2.1059 1.3588 1.1484  C39 1.553, C41 1.502, H71 1.089, H72 1.093
41 C -2.4502 0.3042 2.1605  C40 1.502, O42 1.183, F43 1.337
42 O -3.1779 -0.6221 2.0520  C41 1.183
43 F -1.9943 0.6895 3.3564  C41 1.337
44 B -3.5895 0.3990 -0.6355  C39 1.656, C45 1.566, O46 1.374
45 C -4.8833 0.7906 0.1547  B44 1.566, H73 1.092, H74 1.084, H75 1.091
46 O -3.7762 -0.4699 -1.6830  B44 1.374, H76 0.966
47 C -1.7611 2.3427 -1.0945  N8 1.551, C39 1.581, C48 1.524, H77 1.095
48 C -2.2810 3.6266 -0.4599  C47 1.524, O49 1.414, H78 1.086, H79 1.094
49 O -3.6521 3.5685 -0.1197  C48 1.414, O50 1.428
50 O -3.9641 4.8361 0.4586  O49 1.428, H80 0.971
51 H -0.0845 9.6825 -0.0871  C1 1.088
52 H 0.6479 8.5851 1.0994  C1 1.088
53 H 1.4410 8.8793 -0.4522  C1 1.089
54 H -1.2902 7.5604 -0.1649  C2 1.096
55 H 0.2362 6.6636 -0.3394  C2 1.100
56 H -1.6150 7.4617 -3.5213  C4 1.086
57 H -2.0069 6.6241 -1.9752  C4 1.095
58 H 0.3470 5.5031 -2.3645  C5 1.094
59 H 0.0091 5.8139 -4.0651  C5 1.092
60 H 0.1095 3.3432 -2.4440  C7 1.090
61 H -0.3762 3.0719 -4.1017  C7 1.089
62 H -4.8159 3.5146 -4.0723  C12 1.095
63 H -2.0530 0.1988 -2.9076  C15 1.084
64 H 0.0563 -0.5928 -2.5988  C17 1.088
65 H 1.3852 1.8356 -1.3995  C18 1.088
66 H 1.1431 1.7073 -3.0933  C18 1.092
67 H 2.5478 -0.6108 -1.7629  C19 1.088
68 H 2.1613 -0.2981 -3.4383  C19 1.094
69 H 1.7353 -0.1345 -0.0453  P33 1.386
70 H 0.6519 1.5232 0.8625  P33 1.404
71 H -1.2580 1.9483 1.4941  C40 1.089
72 H -2.9428 2.0485 1.2884  C40 1.093
73 H -5.2122 -0.1127 0.6734  C45 1.092
74 H -4.8440 1.6266 0.8429  C45 1.084
75 H -5.6605 1.0086 -0.5795  C45 1.091
76 H -4.1152 -1.3275 -1.3965  O46 0.966
77 H -0.7036 2.4605 -0.8370  C47 1.095
78 H -2.1123 4.4970 -1.0872  C48 1.086
79 H -1.7104 3.8191 0.4534  C48 1.094
80 H -3.8899 4.6783 1.4137  O50 0.971
81 C 0.1840 -8.4549 -1.5778  O82 1.434, H87 1.085, H88 1.087, H89 1.088
82 O 0.7450 -7.7870 -0.4392  C81 1.434, C83 1.327
83 C 0.4034 -6.5106 -0.3208  O82 1.327, O84 1.207, O85 1.328
84 O -0.3046 -5.8819 -1.0693  C83 1.207
85 O 0.9880 -6.0080 0.7609  C83 1.328, C86 1.429
86 C 0.7279 -4.6115 0.9195  O85 1.429, H90 1.089, H91 1.087, H92 1.085
87 H 0.5503 -9.4754 -1.5325  C81 1.085
88 H -0.9022 -8.4517 -1.5256  C81 1.087
89 H 0.5177 -7.9859 -2.5010  C81 1.088
90 H -0.3396 -4.4367 1.0414  C86 1.089
91 H 1.0985 -4.0694 0.0530  C86 1.087
92 H 1.2554 -4.2802 1.8081  C86 1.085
93 C -3.9711 1.0112 5.4028  O94 1.432, H99 1.084, H100 1.087, H101 1.088
94 O -5.2186 1.5584 5.8446  C93 1.432, C95 1.332
95 C -5.1442 2.2324 6.9912  O94 1.332, O96 1.204, O97 1.328
96 O -4.1419 2.4119 7.6333  C95 1.204
97 O -6.3591 2.6748 7.2955  C95 1.328, C98 1.433
98 C -6.4313 3.4633 8.4896  O97 1.433, H102 1.088, H103 1.087, H104 1.085
99 H -4.1867 0.4930 4.4760  C93 1.084
100 H -3.2470 1.8043 5.2351  C93 1.087
101 H -3.5832 0.3025 6.1315  C93 1.088
102 H -5.8169 4.3561 8.3941  C98 1.088
103 H -6.1153 2.8882 9.3559  C98 1.087
104 H -7.4742 3.7429 8.5976  C98 1.085
105 C 10.4779 0.1872 -8.1088  O106 1.431, H111 1.085, H112 1.088, H113 1.088
106 O 10.5552 0.7879 -6.8121  C105 1.431, C107 1.328
107 C 9.4684 0.6270 -6.0656  O106 1.328, O108 1.204, O109 1.332
108 O 8.4675 0.0411 -6.3877  C107 1.204
109 O 9.6721 1.2285 -4.8942  C107 1.332, C110 1.430
110 C 8.5703 1.1250 -3.9893  O109 1.430, H114 1.089, H115 1.082, H116 1.086
111 H 11.4256 0.4003 -8.5926  C105 1.085
112 H 10.3401 -0.8886 -8.0247  C105 1.088
113 H 9.6635 0.6219 -8.6844  C105 1.088
114 H 8.3722 0.0807 -3.7521  C110 1.089
115 H 7.6915 1.5827 -4.4252  C110 1.082
116 H 8.8647 1.6561 -3.0889  C110 1.086
117 C -0.4109 -4.0675 -3.1776  O118 1.443, H123 1.080, H124 1.088, H125 1.083
118 O 0.0048 -3.0325 -4.0936  C117 1.443, C119 1.330
119 C -0.0390 -3.3758 -5.3781  O118 1.330, O120 1.200, O121 1.336
120 O -0.3830 -4.4394 -5.8147  C119 1.200
121 O 0.3669 -2.3288 -6.1024  C119 1.336, C122 1.433
122 C 0.3756 -2.5671 -7.5157  O121 1.433, H126 1.088, H127 1.087, H128 1.086
123 H -0.3096 -3.6537 -2.1852  C117 1.080
124 H -1.4468 -4.3438 -3.3609  C117 1.088
125 H 0.2283 -4.9359 -3.2765  C117 1.083
126 H -0.6254 -2.8022 -7.8706  C122 1.088
127 H 1.0555 -3.3789 -7.7626  C122 1.087
128 H 0.7226 -1.6456 -7.9729  C122 1.086
129 C 4.8287 -8.8085 4.8784  O130 1.430, H135 1.085, H136 1.088, H137 1.088
130 O 4.9804 -9.0889 3.4844  C129 1.430, C131 1.331
131 C 4.3317 -8.2492 2.6813  O130 1.331, O132 1.204, O133 1.331
132 O 3.6612 -7.3137 3.0329  C131 1.204
133 O 4.5557 -8.6197 1.4229  C131 1.331, C134 1.431
134 C 3.9011 -7.8019 0.4486  O133 1.431, H138 1.089, H139 1.085, H140 1.087
135 H 5.4058 -9.5659 5.3994  C129 1.085
136 H 5.2178 -7.8205 5.1154  C129 1.088
137 H 3.7831 -8.8749 5.1714  C129 1.088
138 H 4.2480 -6.7719 0.5210  C134 1.089
139 H 2.8236 -7.8426 0.5684  C134 1.085
140 H 4.1742 -8.2046 -0.5231  C134 1.087
141 C -5.0430 0.3241 9.9826  O142 1.430, H147 1.084, H148 1.090, H149 1.089
142 O -4.8344 -1.0833 10.1265  C141 1.430, C143 1.333
143 C -5.7298 -1.6891 10.9058  O142 1.333, O144 1.202, O145 1.331
144 O -6.6523 -1.1551 11.4620  C143 1.202
145 O -5.4278 -2.9838 10.9605  C143 1.331, C146 1.431
146 C -6.3147 -3.7603 11.7719  O145 1.431, H150 1.088, H151 1.088, H152 1.085
147 H -4.2556 0.6904 9.3342  C141 1.084
148 H -6.0148 0.5163 9.5286  C141 1.090
149 H -4.9791 0.8216 10.9490  C141 1.089
150 H -7.3298 -3.7128 11.3837  C146 1.088
151 H -6.2956 -3.4116 12.8021  C146 1.088
152 H -5.9482 -4.7807 11.7218  C146 1.085